# 1
Density functional theory data (wB97M-V/def2-TZVPD) for a molecular structure, C22H35Cl2F5N6O4PbTe in a non-equilibrium geometry.

Output
* Kohn-Sham gap (spin up / spin down): 6.121 / 5.950 eV
* molecular weight: 948.256 Da
* HOMO level (spin up / spin down): -14.0363 / -14.0464 eV
* LUMO level (spin up / spin down): -7.92 / -8.10 eV
* charge: +2
* electronic energy: -3368.85289 hartree
* strongest force on any atom: 0.0406 Eh/bohr

Cartesian coordinates (Å):
Pb: -0.911951 0.401940 -0.352677
C: 5.553047 0.109523 -4.123504
O: 5.507042 -0.990872 -3.207594
C: 4.431636 -1.138201 -2.447497
C: 4.439060 -2.300826 -1.622742
C: 3.372074 -2.583640 -0.767713
C: 2.275316 -1.761944 -0.658647
C: 1.208486 -2.127666 0.307406
C: 1.252585 -3.478320 0.962829
O: 0.289862 -1.373276 0.631180
C: 2.249226 -0.548445 -1.501971
O: 1.320722 0.280485 -1.478912
C: 3.358847 -0.296484 -2.390115
H: 6.536149 0.075251 -4.577496
H: 5.427036 1.057861 -3.600011
H: 4.786997 -0.002649 -4.891286
H: 5.296019 -2.959602 -1.680107
H: 3.436996 -3.480817 -0.168326
H: 2.125151 -3.566676 1.613443
H: 1.299256 -4.270767 0.214111
H: 0.351988 -3.605471 1.554835
H: 3.282100 0.583416 -3.012491
C: -4.086575 -0.593496 0.026504
N: -4.236215 -0.316728 1.404618
C: -5.573221 -0.474638 1.991221
C: -5.440898 0.233597 3.330992
N: -4.075490 0.768087 3.326361
C: -3.657846 1.408391 4.571990
C: -3.389306 0.445258 2.202194
N: -2.167367 0.722536 1.831915
C: -1.277235 1.452207 2.748534
C: 0.177452 1.188494 2.432112
N: 0.463868 1.652584 1.075633
C: 1.578595 2.267983 0.744741
N: 2.773462 2.274133 1.376420
C: 3.199044 1.522031 2.542424
C: 3.720400 3.180776 0.724016
C: 3.004781 3.550653 -0.579972
N: 1.661704 3.031260 -0.364439
C: 0.566617 3.385036 -1.234295
H: -4.995388 -1.073644 -0.318405
H: -2.981775 -2.251265 0.351156
H: -3.895784 0.292418 -0.579398
H: -5.820094 -1.529701 2.098930
H: -6.327624 -0.010947 1.356166
H: -5.574199 -0.445724 4.173064
H: -6.153800 1.049691 3.438563
H: -4.562835 1.648658 5.124744
H: -3.127550 2.337979 4.401277
H: -3.055581 0.745695 5.193751
H: -1.414888 1.152706 3.782242
H: -1.456384 2.528122 2.660540
H: 0.354356 0.111867 2.515187
H: 0.767393 1.703203 3.188491
H: 2.660858 0.582684 2.620899
H: 3.073719 2.089394 3.466644
H: 4.259646 1.298336 2.434505
H: 4.665189 2.668132 0.549364
H: 3.919003 4.049684 1.353640
H: 3.467060 3.082310 -1.453331
H: 2.974551 4.625283 -0.751532
H: 0.681092 4.418997 -1.556133
H: -0.375146 3.302191 -0.690472
H: 0.532922 2.748621 -2.123923
Cl: -1.740889 -0.629626 -4.091616
C: -1.347223 -1.963749 -5.236125
Cl: -0.142081 -1.467661 -6.404235
H: -2.258272 -2.230421 -5.756815
H: -0.944443 -2.791960 -4.665265
F: -1.093593 -2.387470 -1.928421
Te: -2.987833 -2.855777 -2.169736
F: -4.141774 -1.398523 -2.650780
F: -3.148028 -4.475055 -3.056331
F: -4.588942 -3.281326 -1.295982
F: -2.394215 -3.885537 -0.691851
O: -2.956858 -1.478570 -0.242496

Atoms 1-6, force components in eV/Å:
-0.02 0.52 0.00
0.01 0.01 -0.01
0.05 0.00 -0.07
0.01 -0.12 0.10
0.00 0.03 0.01
0.18 -0.12 -0.02

***

# 2
Density functional theory data (wB97M-V/def2-TZVPD) for 3 unconnected molecules or ions with the total composition C22H35FO7S3.

Output
* Kohn-Sham gap: 7.560 eV
* molecular weight: 526.714 Da
* HOMO level: -8.9332 eV
* LUMO level: -1.37 eV
* charge: 0
* electronic energy: -2680.33213 hartree
* strongest force on any atom: 0.0120 Eh/bohr

Cartesian coordinates (Å):
C: -3.859368 4.152707 2.102851
O: -4.946506 3.638663 1.367680
C: -5.020467 2.224868 1.333406
C: -3.763473 1.577591 0.803105
C: -2.827882 0.964959 1.552064
C: -2.919617 0.853726 3.057243
C: -2.297090 -0.377872 3.717844
F: -2.979910 -0.614900 4.912064
C: -1.612271 0.431144 0.868008
O: -0.715191 -0.073283 1.523765
C: -1.447845 0.557415 -0.605621
C: -0.162694 0.008413 -1.155066
C: -2.399107 1.144358 -1.353802
C: -2.325967 1.320766 -2.845042
C: -2.291998 0.005184 -3.633382
C: -3.708010 -0.580665 -3.841804
S: -3.952287 -2.238582 -3.109745
C: -3.621831 1.665834 -0.685155
O: -4.527301 2.146920 -1.340147
H: -3.807419 3.726614 3.110851
H: -4.019051 5.226620 2.199061
H: -2.905032 4.003102 1.585165
H: -5.822825 1.997863 0.632253
H: -5.311287 1.830119 2.310763
H: -2.472744 1.758159 3.485699
H: -3.962373 0.865074 3.374010
H: -2.373172 -1.262509 3.084684
H: -1.241019 -0.233603 3.932643
H: 0.075364 0.445540 -2.121330
H: 0.637572 0.205085 -0.442675
H: -0.238078 -1.075363 -1.228420
H: -1.448771 1.932673 -3.082439
H: -3.189408 1.895520 -3.177121
H: -1.658670 -0.739944 -3.158700
H: -1.857658 0.207747 -4.614699
H: -3.901682 -0.698715 -4.905495
H: -4.455752 0.069587 -3.392752
H: -2.697367 -2.479625 -2.720833
O: 3.985445 -2.617606 -2.524696
S: 2.889082 -3.061640 -1.703737
O: 1.617008 -2.380286 -1.756664
C: 2.656898 -4.818549 -1.977925
C: 3.559807 -5.481793 -0.943670
C: 3.350450 -4.692810 0.355362
C: 3.425180 -3.201126 0.005438
H: 2.915767 -5.048377 -3.008667
H: 1.606273 -5.042751 -1.794415
H: 3.316599 -6.536559 -0.823275
H: 4.602296 -5.410986 -1.260794
H: 2.366744 -4.929032 0.766825
H: 4.091575 -4.950801 1.110240
H: 2.771730 -2.588978 0.617436
H: 4.439095 -2.816559 0.056859
O: 3.941860 -0.334424 0.111757
S: 4.559799 0.624032 0.993138
O: 5.725982 0.265617 1.758277
C: 4.861044 2.129277 0.074622
C: 3.574376 2.931313 0.242361
C: 3.175134 2.785278 1.717872
C: 3.291392 1.298738 2.077182
H: 5.093484 1.870169 -0.955529
H: 5.711278 2.628137 0.538769
H: 3.718264 3.973524 -0.037889
H: 2.793080 2.515396 -0.397663
H: 3.855037 3.370586 2.339720
H: 2.166104 3.151179 1.901356
H: 3.597762 1.132026 3.106538
H: 2.369640 0.755815 1.872241

Atoms 1-6, force components in eV/Å:
-0.05 0.21 0.05
0.07 -0.02 -0.06
-0.18 -0.07 -0.15
0.09 -0.11 0.26
-0.44 0.04 -0.20
0.17 0.03 0.13

***

# 3
Density functional theory data (wB97M-V/def2-TZVPD) for a molecular structure, C22H35N2O19S3 in a non-equilibrium geometry.

Output
* Kohn-Sham gap: 8.139 eV
* molecular weight: 727.718 Da
* HOMO level: -6.2084 eV
* LUMO level: 1.93 eV
* charge: -1
* electronic energy: -3593.08743 hartree
* strongest force on any atom: 0.0208 Eh/bohr

Cartesian coordinates (Å):
N: 2.404488 4.485633 1.894567
C: 3.433193 3.756559 1.962495
C: 3.548508 2.382151 1.358782
S: 3.343208 1.185641 2.682974
O: 3.182874 -0.117256 2.097339
O: 2.208061 1.632897 3.448031
N: 4.763833 1.277419 3.427255
S: 4.721175 1.514927 5.003289
O: 3.931907 0.576565 5.743704
O: 4.598418 2.897082 5.360929
S: 6.728899 1.061547 5.475108
H: 1.674100 3.991140 1.380472
H: 4.292155 4.133383 2.505163
H: 4.493433 2.224576 0.876760
H: 2.712791 2.247563 0.682584
H: 6.549519 -0.242742 5.707808
C: 3.044571 -3.262578 1.500167
C: 1.676028 -3.546215 0.938851
C: 1.389734 -4.997161 0.636376
O: 0.441343 -4.908418 -0.441505
C: 0.667578 -3.737311 -1.079117
O: 0.180504 -3.445031 -2.129239
O: 1.501895 -2.956455 -0.376735
H: 3.103822 -2.227084 1.827888
H: 3.241765 -3.907224 2.358082
H: 3.816874 -3.423027 0.745125
H: 0.908732 -3.131520 1.591995
H: 0.955747 -5.529175 1.478757
H: 2.271717 -5.534071 0.276804
C: -0.750306 1.298366 3.159961
C: -1.272630 0.054842 2.481598
C: -2.680975 -0.336063 2.868619
O: -2.671710 -1.759725 2.682431
C: -1.391627 -2.176956 2.841609
O: -1.068887 -3.320416 2.933084
O: -0.545641 -1.132027 2.873430
H: 0.205534 1.599020 2.738443
H: -1.461608 2.118800 3.037647
H: -0.580208 1.125492 4.222009
H: -1.179637 0.148323 1.395574
H: -3.441754 0.119285 2.239224
H: -2.899559 -0.121712 3.917283
C: 9.396897 0.338873 -1.405715
C: 8.216327 1.044166 -0.784394
C: 7.739755 0.454771 0.526040
O: 6.350969 0.783187 0.512290
C: 5.957999 0.894074 -0.774852
O: 4.826039 0.968987 -1.119415
O: 7.038393 0.909023 -1.602488
H: 9.772017 0.895092 -2.264540
H: 10.206202 0.237620 -0.682294
H: 9.106530 -0.650332 -1.759715
H: 8.422311 2.112638 -0.676074
H: 8.221514 0.888345 1.398521
H: 7.840289 -0.633003 0.559408
C: -2.534182 -2.133618 -2.151989
C: -3.640697 -1.908086 -3.148960
C: -3.726867 -0.502737 -3.697874
O: -5.127202 -0.378651 -4.003830
C: -5.798333 -1.218782 -3.180770
O: -6.980929 -1.216894 -3.042558
O: -4.948950 -2.046496 -2.544123
H: -2.443293 -3.189343 -1.909895
H: -1.579122 -1.799593 -2.550141
H: -2.742231 -1.602060 -1.221476
H: -3.576247 -2.638237 -3.959581
H: -3.130119 -0.353745 -4.593415
H: -3.463710 0.253909 -2.955621
C: -9.412677 1.609585 -2.119724
C: -9.670404 2.145862 -3.504134
C: -8.577034 1.851799 -4.502142
O: -8.698325 2.953670 -5.416941
C: -9.228676 3.996651 -4.733220
O: -9.282257 5.111769 -5.135600
O: -9.690757 3.587518 -3.525395
H: -10.294252 1.727209 -1.489486
H: -9.157247 0.550638 -2.164132
H: -8.598004 2.152175 -1.640334
H: -10.638845 1.797021 -3.873270
H: -8.720385 0.907971 -5.020431
H: -7.580097 1.869003 -4.057708

Atoms 1-6, force components in eV/Å:
-0.04 0.21 -0.03
0.05 -0.10 -0.20
-0.47 0.53 0.81
0.55 -0.49 0.01
0.09 -0.25 -0.61
-0.06 0.45 0.37